Model i:
# H31O16

A molecular structure, H31O16 (wB97M-V/def2-TZVPD, OMol25).

```
47
Properties=species:S:1:pos:R:3
O 1.945 0.063 1.587
H 2.272 -1.138 1.259
H -2.409 2.087 3.176
O 0.299 0.614 -5.233
H 0.347 0.181 -4.443
H 1.039 -0.284 1.767
O -0.367 -0.087 3.493
H -0.091 0.049 4.278
H 0.335 -0.496 2.887
O 0.935 -2.719 -0.958
H 0.799 -1.972 -1.354
H 1.525 -2.315 -0.250
O -4.179 -0.191 0.289
H -3.582 -0.809 -0.097
H 0.374 -4.324 -1.467
O -1.190 1.395 1.156
H -1.938 1.030 0.858
H -0.595 0.785 0.746
O -2.975 3.094 -0.261
H -2.639 3.161 0.719
H -2.898 2.202 -0.723
O -1.606 -1.498 0.224
H -0.952 -2.230 0.010
H -1.539 -1.262 1.154
O -2.200 4.356 -2.222
H -2.702 5.244 -2.293
O 3.335 2.589 -3.032
H 3.399 2.132 -2.225
H 3.534 3.429 -2.696
O -2.636 1.752 4.056
H -1.791 1.286 4.307
H -4.971 -0.249 -0.292
O -0.497 -4.887 -1.403
H 1.434 0.023 -0.476
H -0.294 -5.753 -1.808
O 3.378 2.096 0.291
H 2.890 2.746 0.809
H 3.133 1.196 0.716
O 2.639 -2.131 0.681
H 1.991 -3.864 2.161
H 3.526 -1.972 0.647
O 2.574 -4.603 1.885
H 2.511 -4.328 0.980
H -2.627 4.333 -1.373
O 0.509 0.008 -0.772
H -0.165 1.454 -4.993
H 0.357 0.863 -0.233
```

Multiplicity: 1
HOMO level in eV: -7.2
Total charge: -1

Model ii:
# H31O16

A molecular structure, H31O16 (wB97M-V/def2-TZVPD, OMol25).

```
47
Properties=species:S:1:pos:R:3
O -0.159 -0.255 -4.582
H -3.517 0.330 -3.832
H 1.948 1.672 -0.494
O -1.702 -2.295 4.108
H -0.711 0.407 -4.169
H 0.700 0.183 -4.429
O 2.020 -1.104 1.786
H -1.464 -1.351 4.076
H 2.063 -1.410 0.874
O 1.094 1.206 -1.864
H 2.322 -0.269 -1.121
H 0.227 1.261 -2.269
O 3.005 -0.929 -1.286
H 2.567 2.447 0.834
H 1.811 0.831 -2.719
O 4.777 -1.463 0.640
H 3.895 -1.332 0.996
H 4.886 -1.277 -0.289
O -4.114 -0.017 1.294
H -3.544 0.534 0.764
H -3.896 -0.943 1.143
O -0.997 0.049 2.360
H -1.817 0.125 1.860
H -0.397 0.753 2.091
O -2.191 -3.378 -0.081
H -2.089 -2.616 -0.676
O 3.884 2.526 3.269
H 3.884 2.398 4.223
H 3.634 1.694 2.847
O 1.852 1.938 0.453
H 1.172 -0.930 2.187
H 3.079 -0.920 -2.288
O 2.595 0.199 -3.512
H -5.372 -0.055 -0.961
H 3.356 0.753 -3.721
O 1.465 3.184 4.452
H 2.171 2.765 3.922
H 0.738 2.571 4.378
O -2.649 0.746 -3.832
H -2.669 0.398 -1.995
H -2.032 0.041 -4.083
O -2.216 -0.304 -1.484
H -2.090 0.135 -0.630
H -1.766 -3.982 -0.709
O -5.955 -0.773 -0.722
H -2.489 -2.153 3.560
H -5.309 -1.389 -0.368
```

Multiplicity: 1
HOMO level in eV: -6.3
Total charge: -1

Most favorable structure: model ii. The second most favorable one is 0.0833 hartree above it.

Model i:
# C16H26N2OS

C16H26N2OS in the gas phase (wB97M-V/def2-TZVPD, OMol25).

```
46
Properties=species:S:1:pos:R:3
O -2.567 -0.955 -3.590
C -2.255 -0.116 -2.499
C -1.736 -0.903 -1.297
C -1.625 -0.072 -0.002
C -1.344 -1.016 1.178
N -0.020 -1.589 1.045
C 0.238 -2.623 2.033
C 1.493 -3.374 1.706
C 2.528 -3.656 2.635
C 3.555 -4.349 2.087
S 3.294 -4.673 0.418
C 1.778 -3.868 0.471
C 0.967 -0.528 1.109
C 0.735 0.456 -0.036
N -0.614 0.958 0.031
C -0.891 2.272 -0.501
C -0.507 3.361 0.532
C 0.022 4.532 -0.288
C 0.771 3.842 -1.424
C -0.146 2.678 -1.803
H -1.782 -1.467 -3.816
H -1.529 0.646 -2.806
H -3.194 0.383 -2.245
H -2.432 -1.723 -1.110
H -0.763 -1.342 -1.525
H -2.593 0.412 0.177
H -2.080 -1.823 1.189
H -1.441 -0.443 2.119
H 0.315 -2.208 3.055
H -0.609 -3.317 2.017
H 2.497 -3.352 3.667
H 4.456 -4.691 2.555
H 1.181 -3.794 -0.415
H 1.963 -0.967 1.022
H 0.902 0.013 2.071
H 1.429 1.292 0.065
H 0.956 -0.060 -0.985
H -1.968 2.316 -0.680
H -1.352 3.635 1.160
H 0.280 2.970 1.178
H 0.659 5.197 0.293
H -0.809 5.113 -0.692
H 0.963 4.506 -2.266
H 1.729 3.469 -1.059
H 0.415 1.846 -2.224
H -0.870 3.011 -2.548
```

Multiplicity: 1
HOMO level in eV: -8.0
SMILES: OCC[C@H]1CN(Cc2ccsc2)CCN1C1CCCC1

Model ii:
# C16H26N2OS

C16H26N2OS in the gas phase (wB97M-V/def2-TZVPD, OMol25).

```
46
Properties=species:S:1:pos:R:3
C -7.640 1.746 0.377
C -6.311 1.425 1.050
C -6.160 -0.054 1.405
C -5.999 -0.954 0.188
S -4.525 -0.570 -0.814
C -3.230 -1.331 0.233
C -1.861 -1.167 -0.404
C -1.417 0.299 -0.416
N -0.135 0.484 -1.055
C 1.022 0.337 -0.333
O 1.027 0.233 0.874
N 2.145 0.366 -1.129
C 3.488 0.315 -0.746
C 3.897 0.148 0.573
C 5.245 0.099 0.874
C 6.215 0.213 -0.113
C 7.675 0.110 0.223
C 8.138 -1.347 0.164
C 5.797 0.377 -1.428
C 4.454 0.429 -1.743
H -7.726 2.817 0.211
H -7.721 1.250 -0.587
H -8.473 1.428 1.002
H -5.491 1.715 0.389
H -6.226 2.012 1.967
H -5.293 -0.176 2.059
H -7.040 -0.389 1.960
H -6.838 -0.840 -0.496
H -5.924 -2.002 0.481
H -3.256 -0.849 1.210
H -3.484 -2.387 0.337
H -1.132 -1.750 0.162
H -1.891 -1.549 -1.428
H -1.309 0.657 0.611
H -2.159 0.908 -0.937
H -0.114 0.345 -2.053
H 2.002 0.505 -2.119
H 3.157 0.063 1.350
H 5.548 -0.029 1.903
H 8.261 0.703 -0.483
H 7.852 0.503 1.227
H 7.571 -1.951 0.868
H 7.986 -1.752 -0.834
H 9.195 -1.423 0.412
H 6.532 0.469 -2.215
H 4.148 0.561 -2.773
```

Multiplicity: 1
HOMO level in eV: -8.0
SMILES: CCCCSCCCNC(=O)Nc1ccc(CC)cc1

Most favorable structure: model ii. The second most favorable one is 0.0705 hartree above it.

Model i:
# C4H9OS

2 unconnected molecules or ions with the total composition C4H9OS (wB97M-V/def2-TZVPD, OMol25).

```
15
Properties=species:S:1:pos:R:3
C -1.748 1.428 0.053
C -0.648 1.900 0.654
O -0.772 2.842 1.678
H -1.614 0.905 -0.910
H -2.733 1.652 0.413
H 0.356 1.535 0.415
H 0.126 3.157 1.907
C 1.402 -2.176 -0.193
C 0.255 -1.386 -0.843
S 0.949 0.172 -1.496
H 1.831 -1.508 0.623
H 2.268 -2.299 -0.878
H 1.091 -3.125 0.294
H -0.469 -1.177 -0.009
H -0.293 -1.919 -1.708
```

Multiplicity: 1
HOMO level in eV: -2.4
Total charge: -1

Model ii:
# C4H9OS

A gas-phase ion, C4H9OS (charge -1) (wB97M-V/def2-TZVPD, OMol25).

```
15
Properties=species:S:1:pos:R:3
O -0.330 -2.464 2.371
C -0.205 -1.791 1.284
C 0.003 -0.232 1.433
C -0.674 0.414 0.202
C 0.041 1.555 -0.483
S 0.560 1.196 -2.256
H 0.691 -2.249 0.624
H -1.127 -1.910 0.623
H 0.995 0.104 1.363
H -0.435 0.094 2.376
H -1.615 0.867 0.604
H -1.077 -0.400 -0.328
H -0.707 2.410 -0.675
H 0.902 2.013 -0.033
H 1.067 -0.036 -2.035
```

Multiplicity: 1
HOMO level in eV: -2.2
SMILES: [O-]CCCCS
Total charge: -1

Model iii:
# C4H9OS

2 unconnected molecules or ions with the total composition C4H9OS (wB97M-V/def2-TZVPD, OMol25).

```
15
Properties=species:S:1:pos:R:3
C 2.024 0.834 -0.297
O 2.288 0.257 1.028
C 0.757 0.217 -0.962
C 0.018 0.858 -1.925
H 2.918 0.577 -0.913
H 1.879 1.915 -0.118
H 1.744 -0.505 1.187
H 0.384 -0.738 -0.619
H -0.698 0.398 -2.635
H 0.409 1.845 -2.262
C -1.919 0.410 0.657
S -1.500 -1.356 0.640
H -2.606 0.618 -0.187
H -2.560 0.572 1.569
H -1.058 1.050 0.672
```

Multiplicity: 1
HOMO level in eV: -2.3
Total charge: -1

Most favorable structure: model i. The second most favorable one is 0.0142 hartree above it.

Model i:
# C29H29N4O7PS2SeW

A molecular structure, C29H29N4O7PS2SeW (wB97M-V/def2-TZVPD, OMol25).

```
74
Properties=species:S:1:pos:R:3
W 0.157 0.006 0.200
C 2.628 0.534 0.439
C 1.981 1.573 -0.264
C 1.065 2.193 0.624
C 1.161 1.536 1.872
C 2.121 0.517 1.755
H 3.470 -0.039 0.081
H 2.279 1.956 -1.227
H 0.570 3.132 0.449
H 0.690 1.858 2.784
H 2.514 -0.078 2.564
C 7.725 -10.558 -4.607
O 7.252 -9.416 -5.300
C 6.498 -8.528 -4.634
C 6.068 -7.414 -5.364
C 5.271 -6.464 -4.775
C 4.881 -6.584 -3.434
C 5.321 -7.689 -2.712
C 6.122 -8.654 -3.299
C 4.049 -5.542 -2.852
N 3.627 -4.478 -3.504
C 2.927 -3.739 -2.602
C 2.916 -4.362 -1.366
N 3.634 -5.514 -1.545
C 2.304 -3.798 -0.217
C 2.275 -4.371 1.051
C 1.668 -3.681 2.077
C 1.132 -2.434 1.832
N 1.125 -1.849 0.630
C 1.691 -2.533 -0.407
C 1.670 -1.888 -1.676
N 1.055 -0.663 -1.740
C 1.073 -0.066 -2.935
C 1.666 -0.582 -4.072
C 2.298 -1.804 -4.017
C 2.294 -2.477 -2.801
H 8.320 -11.116 -5.323
H 6.899 -11.184 -4.258
H 8.358 -10.280 -3.761
H 6.368 -7.325 -6.399
H 4.928 -5.604 -5.332
H 5.042 -7.822 -1.673
H 6.439 -9.502 -2.710
H 3.820 -6.217 -0.852
H 2.732 -5.333 1.241
H 1.602 -4.103 3.069
H 0.669 -1.878 2.630
H 0.582 0.892 -3.001
H 1.623 -0.017 -4.991
H 2.794 -2.243 -4.871
C -5.109 4.437 0.543
C -3.705 4.318 -0.008
O -3.560 3.050 -0.675
P -2.596 1.865 -0.235
S -1.056 1.745 -1.540
S -2.061 2.016 1.661
O -3.600 0.639 -0.551
C -4.797 0.481 0.224
C -5.448 -0.850 -0.196
H -5.257 5.436 0.953
H -5.275 3.704 1.332
H -5.840 4.280 -0.251
H -2.972 4.388 0.796
H -3.506 5.085 -0.755
H -5.476 1.309 0.019
H -4.532 0.484 1.284
H -6.119 -0.687 -1.042
H -6.025 -1.240 0.641
H -4.145 -1.660 -1.409
O -1.474 -2.881 1.187
Se -1.977 -1.381 1.065
O -4.502 -1.855 -0.535
O -0.660 -0.440 1.798
O -1.324 -0.882 -0.507
```

Multiplicity: 2
HOMO level (spin up / spin down) in eV: -10.0 / -10.2
⟨S²⟩: 0.757
Total charge: +1

Model ii:
# C29H29N4O7PS2SeW

A molecular structure, C29H29N4O7PS2SeW (wB97M-V/def2-TZVPD, OMol25).

```
74
Properties=species:S:1:pos:R:3
W 1.084 1.161 3.542
C 3.322 2.016 3.799
C 2.590 3.011 3.124
C 2.195 2.486 1.867
C 2.717 1.179 1.757
C 3.393 0.877 2.953
H 3.683 2.079 4.812
H 2.308 3.974 3.514
H 1.630 3.011 1.114
H 2.595 0.538 0.909
H 3.856 -0.067 3.190
C -1.585 -3.303 -10.358
O -0.284 -3.322 -9.789
C -0.161 -3.018 -8.478
C 1.138 -3.044 -7.967
C 1.362 -2.749 -6.641
C 0.305 -2.422 -5.789
C -0.983 -2.394 -6.309
C -1.225 -2.688 -7.642
C 0.508 -2.109 -4.375
N -0.398 -1.603 -3.569
C 0.225 -1.483 -2.356
C 1.526 -1.912 -2.424
N 1.701 -2.312 -3.727
C 2.368 -1.975 -1.281
C 3.643 -2.559 -1.279
C 4.339 -2.660 -0.103
C 3.739 -2.169 1.061
N 2.556 -1.593 1.087
C 1.857 -1.474 -0.058
C 0.508 -0.890 0.004
N 0.040 -0.322 1.151
C -1.262 -0.130 1.245
C -2.174 -0.324 0.205
C -1.690 -0.697 -1.016
C -0.328 -1.004 -1.126
H -1.458 -3.568 -11.402
H -2.031 -2.308 -10.287
H -2.237 -4.033 -9.875
H 1.952 -3.294 -8.632
H 2.386 -2.761 -6.283
H -1.807 -2.139 -5.656
H -2.238 -2.661 -8.014
H 2.523 -2.723 -4.131
H 4.066 -2.945 -2.199
H 5.317 -3.117 -0.060
H 4.254 -2.262 2.013
H -1.626 0.211 2.203
H -3.225 -0.138 0.381
H -2.319 -0.802 -1.890
C -4.481 1.475 6.028
C -4.213 1.267 4.559
O -2.802 1.045 4.313
P -1.643 2.136 4.273
S -0.346 2.779 5.852
S -0.551 2.646 2.550
O -2.690 3.378 4.296
C -2.512 4.731 4.753
C -1.634 5.574 3.860
H -5.556 1.526 6.202
H -4.043 2.408 6.384
H -4.083 0.648 6.615
H -4.564 2.097 3.952
H -4.675 0.348 4.202
H -2.131 4.717 5.775
H -3.524 5.132 4.785
H -0.594 5.252 3.899
H -1.683 6.611 4.194
H -1.976 5.534 2.825
O 1.947 0.220 5.525
Se 1.507 -1.349 5.147
O 1.145 -0.932 3.534
O -0.570 0.731 4.267
O 1.020 2.454 4.997
```

Multiplicity: 2
HOMO level (spin up / spin down) in eV: -9.7 / -9.7
⟨S²⟩: 0.754
Total charge: +1

Most favorable structure: model i. The second most favorable one is 0.0460 hartree above it.